*w*
Molecular formula: C6H15N3
Method: DFT, ωB97M-V with the def2-TZVPD basis set

Properties
Total charge: 0
HOMO energy (eV): -7.943
Kohn-Sham gap (eV): 8.799

Each line ends with the Mulliken charge.
Geometry (Å):
C (-1.391, -0.795, 0.234)  0.71
C (-0.577, 0.314, 0.913)  -1.14
C (0.793, 2.283, 0.449)  -1.03
C (-2.103, -0.287, -1.022)  -1.54
C (-0.559, -2.039, -0.073)  -1.50
N (0.460, 0.913, 0.057)  0.36
C (1.771, 0.082, -0.011)  0.05
N (1.903, -0.049, -1.303)  -0.72
N (2.236, -0.195, 1.145)  -0.68
H (-2.158, -1.073, 0.967)  0.34
H (0.355, 0.781, -1.032)  0.47
H (2.745, -0.525, -1.604)  0.21
H (3.093, -0.735, 1.105)  0.23
H (-0.048, -0.073, 1.790)  0.44
H (-1.259, 1.107, 1.228)  0.43
H (1.205, 2.261, 1.458)  0.39
H (1.549, 2.673, -0.231)  0.38
H (-0.092, 2.919, 0.414)  0.34
H (-2.811, -1.035, -1.376)  0.43
H (-0.043, -2.388, 0.818)  0.40
H (-1.396, -0.100, -1.830)  0.35
H (-2.658, 0.629, -0.820)  0.35
H (0.188, -1.830, -0.836)  0.29
H (-1.202, -2.838, -0.439)  0.44

---

*x*
Molecular formula: C6H15N3
Method: DFT, ωB97M-V with the def2-TZVPD basis set

Properties
Total charge: 0
HOMO energy (eV): -8.437
Kohn-Sham gap (eV): 9.427
Structure (SMILES): C=CCCC(N)(N)CN

Each line ends with the Mulliken charge.
Geometry (Å):
C (-1.773, -0.924, 1.605)  -0.87
C (-1.819, -0.023, 0.596)  0.08
C (-2.113, -0.304, -0.834)  -0.52
C (-0.657, -0.450, -1.237)  -0.91
C (0.908, 0.335, -0.524)  0.42
N (0.577, 1.682, -0.248)  -0.37
N (1.888, 0.243, -1.559)  -0.63
C (1.261, -0.501, 0.691)  -0.50
N (1.848, 0.174, 1.831)  -0.70
H (-2.111, -1.942, 1.465)  0.29
H (-1.610, -0.598, 2.621)  0.27
H (-1.657, 1.022, 0.816)  0.24
H (-2.601, 0.537, -1.324)  0.28
H (-2.663, -1.237, -0.960)  0.29
H (-0.328, -1.488, -1.215)  0.29
H (-0.546, -0.084, -2.260)  0.36
H (0.493, 2.278, -1.062)  0.22
H (1.155, 2.139, 0.442)  0.20
H (1.550, 0.622, -2.440)  0.27
H (2.181, -0.711, -1.730)  0.25
H (0.319, -0.967, 1.087)  0.11
H (1.920, -1.316, 0.378)  0.40
H (2.624, 0.767, 1.563)  0.28
H (1.155, 0.744, 2.296)  0.26

---

*y*
Molecular formula: C6H15N3
Method: DFT, ωB97M-V with the def2-TZVPD basis set

Properties
Total charge: 0
HOMO energy (eV): -9.152
Kohn-Sham gap (eV): 10.199
Structure (SMILES): [H]/N=C(\CCC)C(C)(N)N

Each line ends with the Mulliken charge.
Geometry (Å):
H (-1.347, 1.786, 1.382)  0.31
N (-0.676, 1.035, 1.550)  -0.60
C (-0.032, 0.656, 0.534)  -0.02
C (-0.215, 1.206, -0.853)  -0.82
C (-1.088, 0.279, -1.708)  -0.43
C (-2.422, -0.039, -1.041)  -1.14
C (0.977, -0.474, 0.758)  1.21
C (2.389, -0.015, 0.378)  -1.92
N (0.610, -1.585, -0.112)  -0.55
N (0.987, -0.918, 2.147)  -0.73
H (0.749, 1.331, -1.341)  0.25
H (-0.700, 2.185, -0.777)  0.41
H (-1.274, 0.772, -2.666)  0.38
H (-0.540, -0.645, -1.885)  0.35
H (-3.080, -0.568, -1.738)  0.36
H (-2.926, 0.881, -0.735)  0.27
H (-2.279, -0.659, -0.159)  0.30
H (3.107, -0.726, 0.779)  0.51
H (2.492, 0.014, -0.704)  0.45
H (2.597, 0.970, 0.789)  0.38
H (-0.249, -2.003, 0.229)  0.20
H (1.326, -2.297, -0.054)  0.32
H (0.029, -0.864, 2.519)  0.30
H (1.564, -0.324, 2.709)  0.25

---

The most stable of them is *y*.

---

*w*
Molecular formula: C5H7PS
Method: DFT, ωB97M-V with the def2-TZVPD basis set

Properties
Total charge: 0
HOMO energy (eV): -8.345
Kohn-Sham gap (eV): 8.296
Structure (SMILES): [H]/P=C1/CC=CCS1

Each line ends with the Mulliken charge.
Geometry (Å):
H (-1.933, -2.675, -0.894)  -0.02
P (-0.636, -2.598, -1.281)  -0.08
C (-0.088, -1.338, -0.261)  0.04
C (1.116, -0.566, -0.598)  -0.42
C (1.116, 0.932, -0.236)  -0.42
C (0.173, 1.568, 0.444)  -0.19
C (-1.162, 1.066, 0.915)  -0.48
S (-1.014, -0.758, 1.183)  -0.15
H (1.229, -0.767, -1.795)  0.29
H (1.931, -1.110, 0.017)  0.22
H (2.098, 1.294, -0.469)  0.35
H (0.525, 2.590, 0.764)  0.25
H (-1.427, 1.215, 1.980)  0.26
H (-1.928, 1.146, 0.233)  0.34

---

*x*
Molecular formula: C5H7PS
Method: DFT, ωB97M-V with the def2-TZVPD basis set

Properties
Total charge: 0
HOMO energy (eV): -9.077
Kohn-Sham gap (eV): 8.811
Structure (SMILES): SCP1=CC=CC=1

Each line ends with the Mulliken charge.
Geometry (Å):
S (0.864, -2.884, 1.095)  -0.18
C (-0.438, -1.118, 1.568)  -0.77
P (-0.298, 0.614, 1.013)  -0.01
C (1.062, 0.899, -0.081)  -0.37
C (0.698, 1.226, -1.310)  -0.06
C (-0.752, 1.109, -1.621)  -0.58
C (-1.311, 0.637, -0.490)  -0.45
H (1.836, -2.159, 0.774)  0.10
H (-1.352, -1.522, 1.040)  0.30
H (-0.433, -1.243, 2.619)  0.47
H (2.108, 1.029, 0.237)  0.38
H (1.588, 1.545, -1.798)  0.34
H (-1.226, 1.451, -2.541)  0.39
H (-2.345, 0.415, -0.505)  0.45

---

The most stable of them is *w*.

---

*w*
Molecular formula: C4H9O2
Method: DFT, ωB97M-V with the def2-TZVPD basis set

Properties
Total charge: +1
HOMO energy (eV): -15.687
Kohn-Sham gap (eV): 9.399

Each line ends with the Mulliken charge.
Geometry (Å):
C (2.193, -0.201, 0.303)  0.08
C (-1.166, -0.658, 0.902)  -1.34
C (-0.626, 1.418, -0.669)  -1.27
C (-0.132, -0.041, -0.071)  1.00
O (0.055, -0.972, -1.067)  -0.54
O (1.071, 0.250, 0.602)  -0.13
H (3.036, 0.186, 0.847)  0.28
H (2.551, -0.908, -0.469)  0.28
H (-0.618, -1.633, 1.085)  0.40
H (-1.404, -0.020, 1.778)  0.34
H (-2.111, -0.984, 0.536)  0.42
H (0.091, 1.710, -1.374)  0.41
H (-0.781, 2.218, 0.029)  0.38
H (-1.528, 1.208, -1.279)  0.34
H (-0.634, -1.575, -1.153)  0.36

---

*x*
Molecular formula: C4H9O2
Method: DFT, ωB97M-V with the def2-TZVPD basis set

Properties
Total charge: +1
HOMO energy (eV): -15.523
Kohn-Sham gap (eV): 11.701

Each line ends with the Mulliken charge.
Geometry (Å):
C (0.431, -0.254, -0.116)  0.69
C (2.444, -0.842, -0.635)  -0.73
C (-1.041, -0.185, 1.768)  -0.61
C (-1.236, 1.050, -1.194)  -0.77
O (0.099, -0.603, 1.066)  -0.23
O (-0.086, 0.320, -1.086)  -0.20
H (2.643, -1.725, -0.008)  0.33
H (2.271, -0.850, -1.774)  0.32
H (3.024, -0.139, -0.114)  0.36
H (-1.660, 0.392, 1.111)  0.31
H (-0.793, 0.212, 2.753)  0.27
H (-1.609, -1.113, 2.041)  0.27
H (-1.193, 1.340, -2.335)  0.23
H (-2.114, 0.348, -0.917)  0.42
H (-1.182, 2.049, -0.560)  0.35

---

The most stable of them is *w*.

---

*w*
Molecular formula: C7H11NO
Method: DFT, ωB97M-V with the def2-TZVPD basis set

Properties
Total charge: 0
HOMO energy (eV): -7.953
Kohn-Sham gap (eV): 8.931

Each line ends with the Mulliken charge.
Geometry (Å):
C (-1.519, 1.170, -0.258)  -0.54
C (0.013, 1.693, 0.070)  -0.55
C (0.816, -0.702, 1.119)  -0.83
C (0.776, -1.498, -0.097)  -0.07
C (1.470, -0.272, -0.736)  -0.77
C (-0.679, -1.154, -0.470)  -0.09
C (-1.437, -0.231, 0.351)  -0.07
H (-1.775, 0.906, -1.283)  0.31
H (-2.411, 1.931, 0.143)  0.28
H (0.686, 2.109, -0.782)  0.38
H (0.017, 2.316, 0.968)  0.22
H (1.847, -0.900, 1.451)  0.32
H (0.277, -0.600, 2.092)  0.30
H (1.241, -2.463, -0.515)  0.44
H (1.465, -0.184, -1.849)  0.37
H (2.657, -0.192, -0.428)  0.27
H (-0.856, -1.000, -1.563)  0.35
H (-1.412, 0.080, 1.504)  0.30
N (0.908, 0.508, 0.228)  -0.05
O (-2.086, -1.517, 0.055)  -0.55

---

*x*
Molecular formula: C7H11NO
Method: DFT, ωB97M-V with the def2-TZVPD basis set

Properties
Total charge: 0
HOMO energy (eV): -8.269
Kohn-Sham gap (eV): 8.621

Each line ends with the Mulliken charge.
Geometry (Å):
C (1.288, -3.354, 1.593)  -0.74
C (1.105, -2.051, 1.710)  -0.06
C (0.510, -1.192, 0.688)  -0.04
C (-0.596, 2.520, -0.336)  -0.51
C (0.329, 2.243, -1.497)  -0.94
C (-0.474, 1.193, -0.838)  1.08
C (-1.601, 0.347, -1.346)  -1.31
N (0.554, 0.066, 0.668)  0.22
O (1.095, 0.856, 1.495)  -0.64
H (1.710, -3.993, 2.380)  0.25
H (1.004, -4.035, 0.706)  0.20
H (1.496, -1.510, 2.574)  0.30
H (0.072, -1.828, -0.179)  0.08
H (-0.069, 2.628, 0.719)  0.22
H (-1.627, 3.051, -0.364)  0.23
H (-0.096, 2.407, -2.398)  0.33
H (1.333, 2.298, -1.316)  0.30
H (-1.510, -0.672, -1.667)  0.37
H (-2.214, 0.903, -2.114)  0.33
H (-2.308, 0.121, -0.479)  0.32

---

*y*
Molecular formula: C7H11NO
Method: DFT, ωB97M-V with the def2-TZVPD basis set

Properties
Total charge: 0
HOMO energy (eV): -9.133
Kohn-Sham gap (eV): 9.967
Structure (SMILES): C=CC[C@H]1[C@@H](C)N1C=O

Each line ends with the Mulliken charge.
Geometry (Å):
C (-0.617, -2.369, 2.108)  -0.83
C (-0.695, -1.485, 1.031)  -0.06
C (-0.649, 0.001, 1.078)  -0.34
C (0.725, 0.438, 0.518)  -0.17
C (1.160, 0.250, -0.871)  -0.03
C (0.184, -0.029, -2.045)  -1.33
N (1.064, 1.543, -0.260)  -0.23
C (0.116, 2.534, -0.452)  0.19
O (-0.877, 2.497, 0.377)  -0.56
H (-0.663, -1.889, 3.000)  0.37
H (-0.751, -3.506, 1.842)  0.22
H (-0.791, -1.985, 0.025)  0.15
H (-1.220, 0.323, 0.116)  0.08
H (-1.078, 0.492, 1.979)  0.45
H (1.518, 0.232, 1.192)  0.44
H (2.163, 0.113, -1.218)  0.36
H (0.413, 0.686, -2.856)  0.36
H (-0.843, -0.121, -1.719)  0.39
H (0.243, -1.106, -2.622)  0.27
H (0.598, 3.379, -1.224)  0.27

---

The most stable of them is *y*.

---

*w*
Molecular formula: C7H11NO
Method: DFT, ωB97M-V with the def2-TZVPD basis set

Properties
Total charge: 0
HOMO energy (alpha / beta) (eV): -7.960 / -7.961
Kohn-Sham gap (alpha / beta) (eV): 7.354 / 7.356

Each line ends with the Mulliken charge.
Geometry (Å):
C (-0.769, -1.502, 0.350)  -0.52
C (0.477, 1.087, -0.339)  -1.01
C (1.931, 0.804, -0.015)  -1.17
C (-0.317, -0.297, -1.055)  0.88
C (-0.540, -0.685, 1.422)  0.40
C (-1.634, 0.346, -1.435)  -0.17
C (-0.382, -0.090, 2.557)  -0.77
N (0.450, -0.805, -1.975)  -0.85
O (-2.571, 0.515, -0.708)  -0.48
H (0.204, -1.760, -2.223)  0.23
H (-1.666, 0.645, -2.499)  0.41
H (-1.802, -1.812, 0.203)  0.31
H (-0.040, -2.289, 0.179)  0.30
H (-0.098, 1.561, 0.457)  0.46
H (0.423, 1.758, -1.200)  0.45
H (-0.496, -0.633, 3.491)  0.28
H (-0.099, 0.956, 2.632)  0.27
H (2.407, 0.306, -0.862)  0.34
H (2.471, 1.736, 0.169)  0.37
H (2.052, 0.159, 0.852)  0.27

---

*x*
Molecular formula: C7H11NO
Method: DFT, ωB97M-V with the def2-TZVPD basis set

Properties
Total charge: 0
HOMO energy (alpha / beta) (eV): -8.321 / -7.802
Kohn-Sham gap (alpha / beta) (eV): 8.280 / 7.616

Each line ends with the Mulliken charge.
Geometry (Å):
C (-3.802, 0.280, 0.644)  -0.80
C (-2.921, -0.544, 0.104)  -0.09
C (-1.556, -0.075, -0.304)  -0.04
C (1.521, -1.065, 1.348)  -0.66
C (2.246, -1.195, -0.029)  -0.49
C (1.435, -0.093, 0.194)  0.75
C (1.509, 1.366, 0.104)  -0.94
N (-0.584, -0.818, -0.612)  0.10
O (-0.409, -2.029, -0.828)  -0.59
H (-4.771, -0.118, 0.843)  0.27
H (-3.588, 1.301, 0.915)  0.27
H (-3.020, -1.648, -0.214)  0.26
H (-1.401, 0.972, -0.298)  0.27
H (0.552, -1.507, 1.507)  0.24
H (2.062, -0.740, 2.350)  0.23
H (3.419, -1.291, -0.128)  0.25
H (1.738, -1.950, -0.641)  0.21
H (1.919, 1.835, 1.091)  0.29
H (0.551, 1.705, -0.100)  0.25
H (2.173, 1.639, -0.758)  0.23

---

The most stable of them is *w*.

---

*w*
Molecular formula: C7H11NO
Method: DFT, ωB97M-V with the def2-TZVPD basis set

Properties
Total charge: 0
HOMO energy (eV): -9.536
Kohn-Sham gap (eV): 10.135
Structure (SMILES): C/C=C(/C#N)C(C)(C)O

Each line ends with the Mulliken charge.
Geometry (Å):
C (-0.176, -0.213, 2.544)  -1.49
C (-0.411, -1.270, 1.514)  -0.15
C (-0.191, -1.179, 0.198)  0.02
C (-0.249, -2.263, -0.696)  0.04
N (-0.463, -3.185, -1.326)  -0.52
C (0.111, 0.229, -0.752)  1.40
C (1.121, 0.047, -1.897)  -1.94
C (-1.385, 0.499, -1.270)  -1.27
O (0.458, 1.238, 0.132)  -0.56
H (-0.850, -0.424, 3.276)  0.46
H (0.706, -0.453, 2.978)  0.35
H (-0.378, 0.694, 2.143)  0.41
H (-0.636, -2.295, 1.663)  0.48
H (1.495, 0.912, -2.275)  0.56
H (0.805, -0.557, -2.653)  0.50
H (1.957, -0.439, -1.414)  0.45
H (-1.595, 1.576, -1.264)  0.38
H (-2.190, -0.065, -0.693)  0.29
H (-1.359, 0.064, -2.317)  0.30
H (1.339, 1.649, 0.106)  0.29

---

*x*
Molecular formula: C7H11NO
Method: DFT, ωB97M-V with the def2-TZVPD basis set

Properties
Total charge: 0
HOMO energy (alpha / beta) (eV): -7.734 / -7.370
Kohn-Sham gap (alpha / beta) (eV): 8.378 / 7.684

Each line ends with the Mulliken charge.
Geometry (Å):
C (-1.063, -0.639, 0.018)  1.98
C (-0.646, 0.300, 1.129)  -0.78
C (1.471, 0.904, 0.560)  -0.13
C (-0.543, -0.249, -1.380)  -1.66
C (-0.680, -2.099, 0.344)  -1.43
C (2.319, 2.030, 0.093)  -1.06
O (0.312, 1.214, 1.093)  -0.31
C (-2.526, -0.566, -0.061)  -0.24
N (-3.669, -0.502, -0.139)  -0.50
H (-1.377, 0.525, 1.892)  0.42
H (1.769, -0.123, 0.417)  0.47
H (-0.670, 0.817, -1.559)  0.36
H (-1.099, -2.397, 1.304)  0.39
H (-1.096, -0.800, -2.141)  0.48
H (0.509, -0.505, -1.490)  0.40
H (-1.062, -2.775, -0.421)  0.39
H (0.404, -2.188, 0.398)  0.32
H (3.091, 1.732, -0.619)  0.33
H (1.722, 2.814, -0.375)  0.30
H (2.833, 2.507, 0.937)  0.29

---

*y*
Molecular formula: C7H11NO
Method: DFT, ωB97M-V with the def2-TZVPD basis set

Properties
Total charge: 0
HOMO energy (eV): -8.545
Kohn-Sham gap (eV): 9.350

Each line ends with the Mulliken charge.
Geometry (Å):
C (-1.762, -0.571, -0.296)  -0.11
C (-1.095, -0.975, 1.069)  -0.68
C (-0.409, -0.092, -0.053)  0.41
C (1.465, 1.590, 0.138)  -0.58
C (1.799, 0.085, 0.284)  -0.10
C (2.251, -1.256, -0.271)  -0.40
C (0.892, -0.738, -0.673)  -0.24
H (-2.121, 1.288, -0.231)  0.39
H (-2.368, -1.441, -0.861)  0.29
H (-1.639, -0.370, 1.881)  0.27
H (-0.611, -2.053, 1.274)  0.22
H (-0.577, 1.981, -0.504)  0.18
H (2.037, 2.064, -0.799)  0.23
H (1.790, 2.152, 1.005)  0.31
H (1.467, 0.180, 1.395)  0.11
H (2.848, -1.534, -1.186)  0.24
H (2.386, -2.018, 0.533)  0.23
H (0.891, -0.115, -1.572)  0.17
N (-0.003, 1.307, 0.150)  -0.39
O (-2.866, 0.308, -0.396)  -0.56

---

The most stable of them is *w*.